1.
Entry from OMol25: 14 unconnected molecules or ions with the total composition C37H78Br2N9O24 (ωB97M-V/def2-TZVPD).

Each line ends with the Mulliken charge.
Atoms and positions in Å:
C 0.243 -1.314 1.439  0.175
O -1.831 -1.251 4.293  -0.302
H 2.976 -5.127 0.113  0.325
O 2.034 -1.517 -4.458  -0.607
H 3.512 0.270 5.099  0.030
H 1.558 1.349 -5.513  0.410
H 4.318 3.022 -1.104  -0.121
C 1.039 0.871 6.139  0.445
H -3.930 -3.768 -4.101  0.140
N 0.312 2.963 -4.758  1.052
C 5.711 -0.880 -2.593  0.573
H -6.069 1.360 3.498  0.121
H 0.869 1.104 -3.900  -0.334
C 2.622 -4.113 -0.071  -0.449
O -0.833 2.675 -4.503  -0.545
H -4.231 1.884 -5.475  0.420
H 4.582 -0.278 -0.898  -0.228
O 2.178 -0.395 -1.950  0.199
H 2.513 2.311 1.409  0.473
C -3.663 3.609 3.808  -0.522
H 2.097 2.330 -4.022  0.160
H -3.099 4.472 4.161  0.291
N -5.785 -0.241 2.149  0.840
O -0.369 1.930 -1.334  -0.385
H 4.437 -1.407 6.619  0.327
H -2.970 0.696 -0.498  0.388
H 0.738 -2.189 1.862  0.777
H 3.122 6.637 -2.826  0.337
H -4.152 -3.454 4.642  0.380
H -2.888 1.001 -4.742  0.151
H -2.262 0.092 1.084  0.084
O 2.275 5.299 -0.840  -0.517
H -0.576 -1.127 2.133  -0.347
Br -1.285 -4.187 -6.929  -0.224
H 5.519 -0.018 6.488  0.382
N 5.695 0.687 2.377  1.026
H -1.649 -6.946 0.768  0.321
H 1.794 3.030 -0.029  0.303
C 5.319 2.762 -1.449  -0.006
O -4.726 0.204 1.746  -0.370
C 4.403 -1.522 -4.625  -0.903
O 2.136 0.087 6.648  -0.394
H -1.577 0.135 -2.745  0.521
H -1.854 -2.827 -4.792  0.110
H -1.104 1.067 6.695  0.259
C 4.552 -0.351 6.864  -1.339
H 0.504 -1.846 -0.641  0.111
N -2.521 -2.135 4.863  0.773
H -7.519 0.427 3.187  0.330
C -3.562 -2.750 4.055  -0.317
H 0.834 -4.435 -4.877  0.572
H 5.309 -1.292 2.411  0.208
N -1.613 -4.875 0.892  0.923
H -4.358 -2.050 3.799  -0.044
C 0.788 1.150 0.767  2.561
H -0.242 -0.980 -2.651  -0.002
O 3.224 -2.670 1.682  -0.554
H -5.829 0.021 -5.094  0.284
C -0.057 1.788 1.814  -1.924
H 1.966 -0.597 0.598  -0.353
O 4.754 -3.480 0.409  -0.579
H -5.559 -2.135 -6.031  0.545
O -0.460 -4.903 1.497  -0.523
C 5.975 -0.642 1.843  -0.242
H -0.944 -2.455 0.052  -0.421
N 5.868 4.135 -1.674  0.940
H -2.187 2.468 4.918  0.304
H 2.859 -3.821 -1.094  0.261
H 2.702 1.598 -0.202  -0.263
C -2.395 -0.075 0.015  -1.709
H -3.052 -0.935 -0.116  0.442
H -5.262 3.965 1.520  0.321
C -6.446 0.346 3.360  -0.650
H 0.356 -3.364 -3.485  -0.357
C 3.431 0.466 6.168  0.091
H -3.826 2.996 -0.232  0.065
H -3.183 -3.271 3.176  0.014
C 2.179 6.128 -3.024  -0.997
H -4.101 4.786 -0.523  0.463
H 1.616 -3.975 0.325  -0.028
O 6.491 4.614 -0.721  -0.575
H 1.816 -0.026 2.300  0.626
H -4.353 1.259 -3.763  0.263
C 3.158 -1.298 -3.981  0.217
H -0.889 1.193 2.190  0.039
C -0.907 -3.186 -5.194  -0.450
O 0.704 3.985 -5.281  -0.657
O -2.343 -2.473 6.001  -0.537
C -0.275 -1.595 0.078  -1.004
H 4.321 -1.872 -5.644  0.426
C 4.553 -0.539 -1.945  0.617
C -0.249 0.413 6.865  -1.141
H -0.467 -0.640 6.687  0.193
H -2.944 -6.209 -0.190  0.309
C -4.199 4.205 1.549  -0.428
H -2.592 4.183 0.049  0.193
C -1.152 -0.665 -2.140  -2.260
O -6.368 -1.210 1.650  -0.561
H -3.761 2.439 5.622  0.447
C -3.973 1.092 -4.771  -1.004
C -0.987 -0.390 -0.588  2.619
H -3.892 -2.652 -6.266  0.204
N 3.593 -3.321 0.712  1.087
O -4.278 -1.300 -4.785  -0.147
O 1.586 3.972 -2.453  -0.325
H -5.493 -3.187 -3.713  0.297
H 7.038 -0.825 1.995  0.308
H -3.523 1.488 4.176  0.067
O -2.532 -4.120 1.017  -0.484
H 1.375 6.820 -2.775  0.307
O 5.067 1.453 1.659  -0.500
C 5.624 -1.356 -4.004  -0.001
H -1.787 -1.550 -2.188  0.646
C -4.640 -2.407 -5.512  -0.339
H -4.533 -0.094 -6.430  0.402
H 2.240 5.676 -4.014  0.321
N 0.005 0.851 -0.532  1.281
H -0.376 -2.291 -5.520  0.427
C 1.999 2.085 0.475  -1.471
H 5.621 -0.637 0.812  -0.120
H -4.100 5.265 1.784  0.352
Br -0.936 -5.555 -3.444  -0.226
C -4.780 -0.089 -5.368  -0.411
N 2.010 5.048 -2.016  0.886
C 3.270 -0.713 -2.526  -0.596
C 1.293 -0.204 1.361  -1.208
C -3.245 2.423 4.662  -0.979
H -0.483 2.741 1.497  0.395
H -4.718 3.871 3.894  0.417
H 1.299 1.885 6.443  0.351
H 1.044 0.642 5.073  -0.209
C -3.667 4.017 0.116  -0.901
H -0.060 0.398 7.939  0.396
C -4.884 -3.505 -4.559  -1.087
H 0.500 1.959 2.735  0.497
H 6.014 2.246 -0.787  0.226
H -5.405 -4.352 -5.006  0.377
O 6.704 -1.518 -4.760  -0.760
O 6.160 0.975 3.425  -0.618
H 5.268 2.281 -2.426  0.217
H -6.300 -0.324 4.207  0.257
O 5.522 4.703 -2.716  -0.587
C -1.897 -6.121 0.101  -0.687
C 0.017 -4.027 -4.281  0.134
O 6.800 -0.863 -1.878  -0.778
H -1.151 -6.077 -0.693  0.104
O -3.431 3.386 2.446  -0.033
H 4.629 -0.262 7.948  0.356
C 1.296 1.844 -4.578  -0.139
H 3.597 1.519 6.397  0.293

For the max |F|, the calculation gives 8.447 eV/Å. The net charge is -1. The energy above the lowest of the compared OMol25 structures with the same formula, charge and spin is 0.0 kJ/mol. Its spin multiplicity is 1. Its total energy is -242240.95778 eV.

=====

2.
Entry from OMol25: a molecular structure, C39H34AsBrMnN5OS2 (ωB97M-V/def2-TZVPD).

Each line ends with the Mulliken spin population.
Atoms and positions in Å:
H 1.395 -3.402 1.756  -0.010
Mn 0.693 -0.776 2.070  4.894
C 4.208 1.549 2.712  -0.003
H -0.973 -1.997 -3.859  0.000
C -0.764 -3.605 0.069  0.008
H 0.062 4.600 3.054  0.000
H 0.401 -3.291 3.256  0.006
H -1.975 1.130 -1.109  -0.001
H -4.294 1.114 -1.947  0.000
C 2.552 -2.193 -1.747  -0.007
S 2.365 0.066 4.062  0.020
C 1.230 1.417 -2.105  0.005
H -4.512 1.290 0.384  0.000
H 4.280 2.873 -2.193  0.000
C 4.238 2.481 3.801  0.000
H 0.971 -1.176 -4.580  0.000
H -1.882 -3.893 -1.726  0.000
C -1.681 -1.284 -3.466  0.001
C 3.206 2.779 -2.263  -0.001
H -0.640 2.468 -2.334  0.000
H 2.545 -2.042 -0.677  0.010
C -1.936 -3.750 -0.650  -0.011
H 2.046 5.085 0.611  0.000
N 0.399 1.503 1.973  -0.007
H 2.176 1.724 0.831  -0.014
C 3.371 0.420 2.723  -0.005
As 0.454 -0.296 -1.708  -0.009
H -3.299 -2.054 -4.644  0.000
C 0.465 -3.041 2.196  0.195
C 0.279 3.651 2.595  0.003
C 3.482 -3.256 -3.696  0.000
C -1.936 -0.307 4.058  0.031
O 0.246 -0.486 -0.086  -0.117
H -4.100 -3.837 -0.579  0.002
S 3.194 -0.547 1.299  0.039
H -4.961 -0.482 -3.717  0.000
C 2.569 -2.593 -4.506  0.000
H 2.581 -2.743 -5.578  0.000
H -4.137 -3.606 1.901  0.000
C -4.013 0.454 3.201  0.003
H 0.182 -3.632 -0.451  0.002
H 3.283 3.912 1.114  0.000
H -4.074 -0.345 -0.119  0.002
C 1.631 -1.543 -2.558  0.004
H 2.881 4.866 -2.616  0.000
C 2.417 3.896 -2.484  0.001
H 4.197 -3.557 -1.691  0.000
N -1.502 -0.612 2.862  0.002
H 3.240 0.679 -1.867  0.001
C -3.559 0.451 -2.385  -0.001
C 3.480 -3.050 -2.324  0.000
H -3.490 0.521 5.295  -0.001
C -3.934 -0.449 -3.375  0.001
H 4.203 -3.931 -4.140  0.000
C -3.190 -3.592 1.369  -0.012
C -4.464 0.247 0.708  -0.001
C -3.180 -3.725 -0.017  0.021
C -2.012 -3.449 2.090  0.002
C -2.317 -0.429 1.820  0.043
H 2.628 5.048 2.296  0.000
H -2.059 -3.341 3.171  -0.004
C 1.646 -1.726 -3.938  0.000
C -3.595 0.095 1.927  -0.006
C -3.191 0.260 4.291  -0.001
N 1.373 3.465 1.781  -0.001
H -1.151 2.146 3.317  0.002
C -1.296 -0.363 -2.503  0.003
C -0.739 -3.405 1.472  -0.086
C -2.246 0.482 -1.934  -0.003
C 2.616 1.534 -2.086  -0.002
H -5.484 -0.084 0.912  0.000
C -0.307 2.428 2.708  0.026
C 1.385 2.169 1.415  0.019
N 4.255 3.279 4.636  0.001
H -1.911 -0.732 0.858  -0.050
C 4.957 1.926 1.552  -0.004
C 2.385 4.443 1.424  0.000
Br -0.809 -0.663 5.527  0.007
C 0.438 2.541 -2.320  -0.001
N 5.557 2.299 0.636  0.001
C 1.035 3.779 -2.515  0.000
C -3.001 -1.325 -3.902  0.000
H -4.999 0.886 3.343  0.000
H 0.415 4.652 -2.681  0.000

For the max |F|, the calculation gives 0.847 eV/Å. The net charge is -1. The energy above the lowest of the compared OMol25 structures with the same formula, charge and spin is 28.4 kJ/mol. Its spin multiplicity is 6. Its expectation value of S² is 8.757. Its total energy is -234367.18207 eV.

=====

3.
Entry from OMol25: 2 unconnected molecules or ions with the total composition CH5PS (ωB97M-V/def2-TZVPD).

Each line ends with the Mulliken charge.
Atoms and positions in Å:
H -0.093 0.302 1.547  0.262
H 1.351 -0.767 0.917  0.279
H 0.374 -1.263 -1.444  0.083
S 0.015 1.976 -1.296  -0.388
C 0.204 -0.692 1.072  -0.776
P -0.626 -0.729 -0.608  0.098
H -0.222 -1.544 1.557  0.329
H -1.002 2.717 -1.745  0.113

For the max |F|, the calculation gives 2.992 eV/Å. The energy above the lowest of the compared OMol25 structures with the same formula, charge and spin is 178.9 kJ/mol. Its spin multiplicity is 1. Its total energy is -21239.96707 eV.

=====

4.
Entry from OMol25: a molecular structure, C12H24ClIInN3O2P2 (ωB97M-V/def2-TZVPD).

Each line ends with the Mulliken charge.
Atoms and positions in Å:
N 2.299 -2.937 -0.619  0.157
H -2.949 3.767 0.497  0.327
H -5.357 1.024 -1.229  0.461
H 3.954 -3.805 0.327  0.308
C -0.775 2.080 2.649  -1.052
H -3.102 1.871 -3.213  0.408
C 0.998 -2.355 -0.323  -0.950
C -3.698 2.971 0.383  -1.314
H -2.107 3.147 -2.477  0.356
H -1.018 2.076 3.723  0.432
H -1.226 2.970 2.176  0.221
H 2.531 -1.827 -2.410  0.409
H 2.091 0.414 -1.585  0.581
H 2.435 -3.826 1.298  0.374
C -4.427 0.507 -0.950  -1.283
I -0.734 -0.451 -2.910  -0.140
H -3.889 2.508 1.361  0.366
C 3.122 -2.088 -1.518  -0.890
H -4.171 -0.229 -1.722  0.365
C 2.529 0.106 -0.628  -0.998
C 3.061 -3.229 0.616  -0.849
H 2.909 0.997 -0.106  0.443
Cl 0.483 3.155 -0.660  -0.369
H 5.211 -1.766 0.103  0.303
H 4.011 -2.671 -1.802  0.304
P -3.093 1.731 -0.800  0.812
O -2.485 -2.414 0.120  -0.158
C 4.320 -1.183 0.384  -0.856
H -4.576 -0.009 0.007  0.371
C -1.253 0.862 1.975  0.635
H 4.618 -0.253 0.893  0.378
C 2.352 -1.230 1.833  -1.083
C -3.047 2.593 -2.395  -1.252
H 0.422 -2.252 -1.252  0.322
H 0.318 2.154 2.524  0.308
In -0.633 1.097 -0.392  1.065
C -1.966 -1.411 -0.005  0.097
H 1.774 -1.860 2.525  0.446
N 3.493 -1.993 1.311  0.182
O -1.864 -0.085 2.378  -0.263
H -4.631 3.396 -0.015  0.489
H 0.445 -2.986 0.391  0.459
H -3.891 3.290 -2.443  0.455
N 3.598 -0.848 -0.862  0.152
P 1.200 -0.665 0.470  1.000
H 2.717 -0.344 2.371  0.468

For the max |F|, the calculation gives 5.080 eV/Å. The net charge is +2. Its spin multiplicity is 1. Its total energy is -65756.53511 eV.

=====

5.
Entry from OMol25: a molecular structure, C34H36CeF4N12O3PS (ωB97M-V/def2-TZVPD).

Each line ends with the Mulliken spin population.
Atoms and positions in Å:
C 0.922 3.761 2.490  0.000
N -1.687 0.690 2.444  -0.001
C -3.416 1.684 3.442  -0.001
C 4.402 -1.798 -1.852  0.000
C 1.042 -2.433 2.582  0.000
H 5.141 -0.289 -4.791  0.000
H -5.761 0.599 3.659  0.000
C -2.387 -1.531 -0.020  0.004
N -3.143 -2.067 -1.014  0.000
H -1.344 -5.095 4.130  0.000
C 2.217 1.570 -2.201  0.000
H 0.644 5.537 1.556  0.000
H -4.555 -3.407 -1.723  0.000
C -4.337 1.887 -2.379  -0.001
H 3.041 -5.060 -1.782  0.000
H 4.108 1.311 -0.479  0.000
H -2.880 -2.157 -3.139  0.000
H -4.096 2.345 3.951  0.000
C -2.095 1.657 -3.299  -0.002
F -1.376 1.411 -4.421  0.000
C 0.807 1.612 -2.771  0.000
H 2.496 4.185 -1.996  0.000
N -0.171 1.562 -1.697  0.006
C -1.863 -4.279 3.635  0.000
N -0.867 -3.375 3.084  0.000
H 2.139 4.294 -0.258  0.000
H -5.586 -0.231 2.108  0.000
C -1.344 -1.170 -1.864  0.001
H 1.157 5.677 3.210  0.000
C 1.439 3.843 4.919  0.000
H 2.868 -1.090 -5.333  0.000
C -2.483 -1.838 -2.190  0.000
N 2.344 2.341 -0.966  -0.004
N 0.975 5.109 2.401  0.000
H 0.916 -4.206 3.930  0.000
C 3.745 2.332 -0.547  0.001
O 0.800 -3.350 -1.610  0.000
C 1.935 3.730 -1.165  0.000
H -5.241 -1.948 -0.982  0.000
N 0.062 -1.738 1.933  -0.005
N -1.294 -0.972 -0.512  0.007
H -5.130 -1.056 3.616  0.000
H 3.842 2.804 0.432  0.000
P -2.739 -1.807 1.731  0.001
H 2.521 0.542 -1.975  0.000
C 2.954 -4.603 -0.797  0.000
C 3.633 -0.712 1.141  0.004
C 1.214 3.124 3.725  0.000
H 1.561 -2.359 -3.617  0.000
C -4.450 -2.694 -0.910  0.000
C -3.468 1.730 -3.441  0.001
C 3.129 -2.252 -2.177  0.000
C 3.299 -1.295 -4.361  0.000
H -4.535 -3.222 0.036  0.000
C -5.149 -0.101 3.096  0.000
F -1.838 2.102 0.247  0.003
S 2.104 -3.036 -0.944  0.002
H -2.490 -3.766 4.364  0.000
C -2.383 1.948 -0.990  0.000
C 0.484 -3.454 3.293  0.000
C 4.574 -0.846 -4.056  0.000
N 1.574 4.472 5.878  0.000
H -5.406 1.937 -2.517  0.000
Ce 0.471 0.741 0.706  0.986
H -2.489 -4.687 2.845  0.000
F -4.504 2.158 -0.027  0.000
H 2.919 1.946 -2.964  0.000
O 4.632 -1.284 1.447  0.000
H 0.688 2.520 -3.374  0.000
C -1.078 -2.322 2.249  0.002
H 4.369 2.885 -1.266  0.000
N 2.636 -0.174 0.778  -0.007
N -3.808 0.452 2.993  0.000
F -3.971 1.602 -4.682  0.000
C 2.563 -2.003 -3.417  0.000
H -0.558 -0.836 -2.516  0.000
C -1.464 1.727 -2.037  0.000
C -3.743 1.995 -1.132  0.000
H 6.117 -0.737 -2.563  0.000
H 0.869 3.783 -1.373  0.000
N 1.181 0.606 3.329  0.001
H 2.077 -2.149 2.514  0.000
O 0.631 3.093 1.458  -0.002
C 5.125 -1.098 -2.804  0.000
C -2.103 1.814 3.103  0.001
H -1.443 2.647 3.282  0.000
H 4.815 -1.965 -0.862  0.000
C 1.228 1.723 3.627  0.001
H 2.334 -5.210 -0.139  0.000
H 3.933 -4.443 -0.344  0.000
C -2.728 -0.118 2.395  0.001
H 0.727 0.776 -3.479  -0.001

For the max |F|, the calculation gives 0.687 eV/Å. The energy above the lowest of the compared OMol25 structures with the same formula, charge and spin is 65.9 kJ/mol. Its spin multiplicity is 2. Its expectation value of S² is 0.750. Its total energy is -103792.36338 eV.

=====

6.
Entry from OMol25: a single C18H23FN2O2 molecule (ωB97M-V/def2-TZVPD).

Each line ends with the Mulliken charge.
Atoms and positions in Å:
C 1.133 3.708 0.988  -0.608
H -2.646 -0.333 -1.885  0.455
C 2.940 2.612 2.078  0.361
C -2.245 -1.905 2.610  -0.932
H -0.392 -1.629 1.545  0.372
H 1.632 0.611 -0.273  0.351
H 0.140 3.226 -1.710  0.497
H -1.879 -1.421 3.517  0.392
O -0.316 1.879 -3.537  -0.699
H -0.658 0.588 -0.687  -0.240
N -0.516 1.325 -1.360  0.172
H -0.967 -0.477 -4.089  0.456
C -2.603 -4.103 1.465  -0.774
H -3.664 -3.887 1.315  0.357
H -2.703 -3.769 3.594  0.331
N -1.204 -1.601 -1.030  0.249
H -1.075 -3.681 2.915  0.341
H -1.057 3.104 -0.409  0.415
C -1.888 -1.061 -2.187  -0.781
H 3.406 0.631 1.425  0.478
H 0.496 4.572 0.868  0.407
C -0.765 -0.426 -3.018  0.191
H 1.391 -0.689 -2.625  0.360
C -1.450 -1.403 1.409  -0.470
H -1.562 -0.319 1.317  0.197
F 3.919 2.622 3.007  -0.331
C 0.932 2.592 0.182  0.249
H -0.752 -3.855 0.391  0.348
O 0.912 -2.216 -0.418  -0.670
H -3.298 -1.636 2.489  0.371
H 2.301 4.591 2.564  0.424
C -0.516 1.045 -2.680  0.411
C 0.126 -1.764 -1.220  0.696
H -2.990 -1.832 -0.037  0.327
H -2.493 -5.185 1.556  0.361
C -0.170 2.627 -0.846  -1.183
H -2.385 -1.862 -2.751  0.352
C 0.460 -1.255 -2.616  -0.901
C 1.759 1.488 0.343  0.136
C 2.765 1.488 1.293  -0.755
C 2.137 3.729 1.937  -0.576
C -2.120 -3.420 2.740  -0.641
C -1.807 -3.608 0.263  -0.662
H -2.163 -4.088 -0.652  0.368
C -1.937 -2.088 0.128  -0.543
H 0.590 -2.120 -3.269  0.337

For the max |F|, the calculation gives 0.600 eV/Å. The SMILES is O=C(NCc1ccc(F)cc1)[C@H]1CC(=O)N(C2CCCCC2)C1. The energy above the lowest of the compared OMol25 structures with the same formula, charge and spin is 0.0 kJ/mol. Its spin multiplicity is 1. Its total energy is -28833.80039 eV.